--- one ---
Entry from the OMol25 dataset: a single C27H30N4O5 molecule (wB97M-V/def2-TZVPD).

Geometry (Å):
1 C -0.22574 2.31119 -5.13389
2 C 1.01886 2.18704 -4.82062
3 O 1.30316 1.88602 -3.55198
4 C 2.61875 1.85153 -3.13986
5 C 3.44154 0.33562 -3.70612
6 C 2.75958 -0.79750 -3.94397
7 N 1.78801 -1.17796 -2.87792
8 C 0.16350 -1.12734 -2.87840
9 O -0.12493 -0.90873 -3.90069
10 C -0.43122 -1.45172 -1.59325
11 C -1.65346 -0.67751 -1.62017
12 C -1.92790 0.67214 -1.87763
13 C -3.15895 1.40794 -1.82454
14 C -4.28099 0.82194 -1.13607
15 C -5.42909 1.34581 -0.94911
16 C -3.92528 -0.65213 -0.72942
17 C -2.69947 -1.15740 -0.99779
18 N 0.41956 -0.93217 -0.43736
19 C 0.89343 0.22902 0.01112
20 C 0.28102 0.81033 1.28118
21 C 1.08860 1.50432 2.21824
22 C 0.83859 1.69562 3.49117
23 C -0.53592 1.22906 3.86945
24 C -1.29043 0.61704 3.11591
25 C -1.10525 0.28902 1.76712
26 O -2.28218 0.29569 3.81217
27 C -2.36746 0.69432 5.05723
28 O -0.99723 1.77320 5.15502
29 C 0.58144 -2.01408 0.46139
30 O 0.36512 -3.15927 0.18400
31 C 1.62035 -1.85810 1.74813
32 C 1.15919 -1.90510 2.87699
33 N 1.88692 -1.76118 4.01002
34 C 3.09765 -1.10678 3.73310
35 C 3.43936 -1.07730 2.50661
36 N 2.83077 -1.14159 1.45599
37 H -0.84275 2.87039 -4.38895
38 H -0.53204 1.15162 -4.91692
39 H -0.42087 2.52922 -6.17190
40 H 1.71189 1.73770 -5.49963
41 H 1.54678 3.37356 -4.83871
42 H 2.59594 1.44345 -1.93610
43 H 3.27936 2.69360 -3.38136
44 H 3.88972 0.64267 -4.69588
45 H 4.22143 0.20611 -2.96546
46 H 1.78034 -0.66848 -4.68448
47 H 3.19893 -1.54851 -4.07568
48 H 2.19428 -0.96593 -1.70521
49 H -0.48329 -2.42175 -1.51200
50 H -1.00541 1.20905 -2.62398
51 H -3.23289 2.29092 -2.34842
52 H -5.86867 1.53661 -0.03177
53 H -5.40381 2.63429 -1.30070
54 H -6.05676 1.17380 -1.69699
55 H -4.79138 -1.06553 -0.23144
56 H -2.65063 -2.25874 -0.45209
57 H 0.24997 0.99791 -0.87154
58 H 1.70721 0.51225 -0.14265
59 H 2.21774 1.96631 1.70327
60 H 1.35608 2.50983 4.20907
61 H -1.70531 -0.26332 1.13068
62 H -2.32355 0.06503 5.78410
63 H -2.98249 1.65311 5.14135
64 H 0.20244 -2.80504 3.04631
65 H 3.52938 -1.03702 4.81020
66 H 4.27201 -0.54387 2.40311

## Properties
HOMO: -7.93 eV
LUMO level: -0.348 eV
Kohn-Sham gap: 7.582 eV
Total charge: 0

Results of the Mulliken charge analysis, in e, for atoms 1 through 4: number 1, C, carries -0.917; number 2, C, carries -0.212; number 3, O, carries -0.072; number 4, C, carries -0.373

--- two ---
Entry from the OMol25 dataset: a 2-piece molecular cluster, C27H30N4O5 overall (wB97M-V/def2-TZVPD).

Geometry (Å):
1 C -3.37062 -5.35007 -0.43685
2 O -3.02505 -4.03414 0.06382
3 C -1.76221 -3.57981 -0.16048
4 C -1.45603 -2.29360 0.34904
5 C -0.17348 -1.81090 0.26109
6 C 0.88500 -2.59359 -0.25600
7 C 2.23602 -2.08787 -0.17830
8 C 3.33584 -2.86053 0.05232
9 C 4.67319 -2.23922 -0.05488
10 O 4.84546 -1.05074 -0.22655
11 O 5.74739 -3.07817 0.08886
12 C 5.53678 -4.50514 -0.04018
13 C 5.31929 -4.91234 -1.48306
14 C 6.76957 -5.19982 0.54690
15 O 4.41861 -4.90035 0.78821
16 C 3.24669 -4.19865 0.68740
17 O 2.23620 -4.67268 1.16768
18 C 0.54479 -3.84618 -0.83590
19 C -0.75060 -4.33385 -0.81601
20 H -4.41913 -5.48127 -0.15877
21 H -3.25745 -5.38987 -1.53326
22 H -2.74520 -6.12258 0.04128
23 H -2.24992 -1.72507 0.82676
24 H 0.06649 -0.82001 0.63786
25 H 2.42051 -1.02751 -0.32320
26 H 4.44284 -4.42279 -1.91534
27 H 6.21354 -4.64905 -2.05606
28 H 5.19274 -5.99895 -1.52235
29 H 6.90579 -4.91302 1.59337
30 H 6.63940 -6.28377 0.48710
31 H 7.65177 -4.91169 -0.02995
32 H 1.32869 -4.43982 -1.30604
33 H -0.97320 -5.31566 -1.24931
34 C -7.78946 4.72542 -0.61016
35 C -6.99353 5.52807 0.22525
36 C -5.60316 5.42456 0.18783
37 C -4.98406 4.48883 -0.68342
38 C -3.55794 4.29661 -0.72387
39 C -2.52080 4.98750 -0.10161
40 N -1.38543 4.38258 -0.53353
41 C 0.01543 4.66713 -0.21015
42 C 0.53010 3.72096 0.88351
43 C 1.85174 4.12041 1.55622
44 C 2.41559 2.77600 2.06589
45 C 1.67822 1.67141 1.27443
46 N 0.75584 2.37750 0.40424
47 N -1.70246 3.31817 -1.33823
48 N -2.99694 3.28271 -1.46664
49 C -5.79200 3.69570 -1.53066
50 C -7.18193 3.80889 -1.48827
51 H -8.87875 4.81419 -0.57670
52 H -7.46432 6.23619 0.91045
53 H -4.96885 6.04527 0.82718
54 H -2.57453 5.81258 0.58640
55 H 0.59889 4.53656 -1.13826
56 H 0.06086 5.71712 0.10980
57 H -0.24660 3.71472 1.67499
58 H 2.52406 4.57250 0.81286
59 H 1.67141 4.84098 2.36066
60 H 3.49547 2.72316 1.91848
61 H 2.18674 2.66875 3.13153
62 H 2.40308 1.05257 0.71898
63 H 1.14786 0.99070 1.97196
64 H -0.07544 1.87742 0.11741
65 H -5.29816 2.99214 -2.20795
66 H -7.79466 3.18139 -2.13782

## Properties
HOMO: -8.25 eV
LUMO level: -0.610 eV
Kohn-Sham gap: 7.639 eV
Total charge: 0

Results of the Mulliken charge analysis, in e, for atoms 1 through 4: number 1, C, carries -0.809; number 2, O, carries -0.440; number 3, C, carries 0.923; number 4, C, carries -0.761

Stability check: which of them is least stable? one.

--- one ---
Entry from the OMol25 dataset: a 2-piece molecular cluster, HO5S2 overall (wB97M-V/def2-TZVPD).

Geometry (Å):
1 O -0.81570 -0.54324 -0.78922
2 O -1.30213 1.17657 1.16788
3 O 2.23306 0.08100 0.45986
4 O -2.18890 1.87272 -1.08646
5 O 0.70496 -2.35594 -0.85759
6 S -1.08833 1.41411 -0.27906
7 S 0.22661 -1.31007 0.04428
8 H 2.23044 -0.33515 1.34032

## Properties
HOMO: -5.16 eV
LUMO level: 3.041 eV
Kohn-Sham gap: 8.202 eV
Total charge: -1

Results of the Mulliken charge analysis, in e, for atoms 1 through 4: number 1, O, carries -0.430; number 2, O, carries -0.529; number 3, O, carries -0.819; number 4, O, carries -0.488

--- two ---
Entry from the OMol25 dataset: an isolated ion of composition HO5S2 and charge -1 (wB97M-V/def2-TZVPD).

Geometry (Å):
1 O 2.11282 -1.18179 0.01818
2 O 2.04687 1.07678 0.31920
3 O -1.22547 -0.55071 -1.62243
4 O -0.30967 -0.44318 0.74345
5 O -1.82744 1.39106 -0.28391
6 S 1.36932 -0.04166 -0.37528
7 S -1.84745 -0.09135 -0.41665
8 H -0.31897 -0.15917 1.61744

## Properties
HOMO: -5.31 eV
LUMO level: 3.602 eV
Kohn-Sham gap: 8.911 eV
Total charge: -1

Results of the Mulliken charge analysis, in e, for atoms 1 through 4: number 1, O, carries -0.508; number 2, O, carries -0.585; number 3, O, carries -0.501; number 4, O, carries -0.563

--- three ---
Entry from the OMol25 dataset: HO5S2 as an isolated structure (wB97M-V/def2-TZVPD).

Geometry (Å):
1 O 1.96319 0.67612 -1.42767
2 O 0.39698 -0.56662 -0.12337
3 O 2.73230 -0.29391 0.63593
4 O -1.48112 0.92875 0.44375
5 O 1.24157 1.60737 0.63993
6 S -0.51799 2.04760 -0.03100
7 S 1.68538 0.36093 -0.07297
8 H -0.59504 -0.12066 0.03229

## Properties
HOMO: -4.15 eV
LUMO level: 3.489 eV
Kohn-Sham gap: 7.636 eV
Total charge: -1

Results of the Mulliken charge analysis, in e, for atoms 1 through 4: number 1, O, carries -0.596; number 2, O, carries -0.620; number 3, O, carries -0.621; number 4, O, carries -0.625

Stability check: which of them is least stable? one.

--- one ---
Entry from the OMol25 dataset: a 3-piece molecular cluster, C2H12N2O2 overall (wB97M-V/def2-TZVPD).

Geometry (Å):
1 N 1.16890 0.12478 0.27510
2 C 0.37304 -0.62728 -0.75826
3 C 1.31793 -1.26035 -1.80229
4 N 1.72325 -2.56548 -1.28184
5 H 0.92060 -0.29040 1.15447
6 H 2.16027 0.03390 0.12875
7 H -0.44772 0.01200 -1.06811
8 H -0.08949 -1.46077 -0.22301
9 H 0.86353 -1.10566 -2.79235
10 H 2.27070 -0.72764 -1.88575
11 H 0.98621 -3.26686 -1.35449
12 H 2.39863 -2.97762 -1.91061
13 O -1.20036 1.60087 1.81185
14 H -0.80375 1.66702 2.67927
15 H -0.91403 2.37757 1.32134
16 O -3.58904 3.12131 1.68676
17 H -2.86673 2.50590 1.71071
18 H -4.27194 2.83870 2.30847

## Properties
HOMO: -9.01 eV
LUMO level: 0.864 eV
Kohn-Sham gap: 9.870 eV
Total charge: 0

Results of the Mulliken charge analysis, in e, for atoms 1 through 4: number 1, N, carries -0.555; number 2, C, carries -0.228; number 3, C, carries -0.688; number 4, N, carries -0.568

--- two ---
Entry from the OMol25 dataset: a 3-piece molecular cluster, C2H12N2O2 overall (wB97M-V/def2-TZVPD).

Geometry (Å):
1 N -1.05750 1.67144 1.13959
2 C -0.17291 1.05251 0.16410
3 C -0.56798 1.41579 -1.27363
4 N -1.32212 0.40054 -1.98268
5 H -1.63842 2.41023 0.79373
6 H -0.68360 1.94025 2.03413
7 H -0.28422 -0.02235 0.35011
8 H 0.87782 1.35224 0.24662
9 H -1.03892 2.39724 -1.33109
10 H 0.35658 1.63082 -1.83918
11 H -1.28575 -0.54135 -1.64125
12 H -2.21802 0.74253 -2.22117
13 O 2.69559 -0.89616 0.13239
14 H 2.87741 -0.53148 -0.73986
15 H 1.88578 -0.53544 0.48621
16 O -0.04085 -3.01981 1.50717
17 H 0.07918 -3.92623 1.27750
18 H 0.82688 -2.75366 1.81359

## Properties
HOMO: -8.82 eV
LUMO level: 0.831 eV
Kohn-Sham gap: 9.647 eV
Total charge: 0

Results of the Mulliken charge analysis, in e, for atoms 1 through 4: number 1, N, carries -0.604; number 2, C, carries 0.100; number 3, C, carries -0.540; number 4, N, carries -0.497

Stability check: which of them is least stable? two.